Entry from the Open Molecules 2025 dataset: a 14-piece molecular cluster, H29O14 overall in a non-equilibrium geometry (the ωB97M-V functional and the def2-TZVPD basis).

The net charge is +1. Its strongest force on any atom is 2.838 eV/Å. The calculation puts the total energy at -29129.769 eV.

Each line ends with the Löwdin charge.
Cartesian coordinates (Å):
O  -2.89249  -1.74229  3.01591  -0.04
H  -3.20013  -1.19395  -2.08348  0.03
O  2.11828  -2.41890  -0.44956  0.14
H  2.70097  -1.69194  0.11142  0.08
H  -2.98415  -2.28963  -3.04070  0.06
O  -4.97012  0.24726  -1.03890  -0.04
H  2.30616  1.86462  0.10777  0.06
H  -4.09836  0.59879  -0.84157  0.03
O  0.50546  2.27706  1.70172  -0.06
H  0.06637  2.50364  0.87741  0.03
H  0.92536  3.04124  2.08631  0.05
O  -0.41588  4.63288  0.66746  -0.03
H  -0.35993  5.33909  0.05045  0.04
H  -0.74915  4.94205  1.51013  0.06
O  0.74679  -0.04371  3.87788  -0.03
H  0.03222  -3.27315  2.04453  0.08
H  1.66564  -0.25401  3.71005  0.04
O  -1.19064  -0.24997  1.37138  -0.06
H  -1.68262  -0.61942  2.12151  -0.01
H  -0.96857  0.64962  1.65149  0.02
O  3.50117  -0.87459  0.97966  0.01
H  4.33679  -0.94318  0.49289  0.11
H  3.18596  0.00935  0.67265  0.05
O  1.33514  -0.95247  -2.33265  -0.04
H  1.88556  -0.30309  -2.80507  0.05
H  -3.27665  -2.62343  2.95050  0.07
O  -2.47341  -1.69731  -2.47846  -0.05
H  -0.49364  0.65485  -3.16165  0.00
H  -5.40002  0.02107  -0.21074  0.04
O  1.93915  1.03282  -0.18624  -0.04
H  0.14943  -0.75881  3.70954  0.00
H  2.42174  1.94427  -3.63627  0.05
O  3.20419  1.46084  -3.36296  -0.04
H  0.69911  -1.11969  -3.04272  0.07
H  3.92701  2.07354  -3.25861  0.04
O  -1.22408  0.60940  -3.78316  -0.05
H  1.53948  -1.63356  -0.74989  0.11
H  -1.44039  -0.32194  -3.69152  -0.01
O  -0.03772  -3.12364  1.09286  -0.01
H  1.46908  -2.79825  0.19875  0.09
H  -0.61582  -2.36235  1.07812  0.02
H  -3.31956  -1.39969  3.81019  0.07
H  1.13224  0.78660  0.26359  0.03

=====

Entry from the Open Molecules 2025 dataset: a single C5H6O2 molecule in a non-equilibrium geometry (the ωB97M-V functional and the def2-TZVPD basis).

The net charge is 0. Its strongest force on any atom is 1.404 eV/Å. The calculation puts the total energy at -9374.778 eV.

Each line ends with the Löwdin charge.
Cartesian coordinates (Å):
C  -1.98304  0.00203  -0.25361  -0.04
C  -0.57135  -0.00357  0.34686  -0.06
O  0.68963  -1.43213  0.77593  0.01
C  1.85580  -0.94123  0.38701  -0.58
O  2.92747  -1.51188  0.31842  0.09
C  1.69995  0.44603  -0.12578  0.03
C  0.43459  0.81468  -0.31641  -0.07
H  -2.37215  -1.00669  -0.37600  0.09
H  -2.67716  0.52048  0.43318  0.09
H  -2.05284  0.52334  -1.22002  0.08
H  -0.58371  -0.04888  1.41784  0.12
H  2.57350  1.00378  -0.42463  0.12
H  0.14364  1.60896  -1.00013  0.12

=====

Entry from the Open Molecules 2025 dataset: a 2-piece molecular cluster, C8H14N3 overall in a non-equilibrium geometry (the ωB97M-V functional and the def2-TZVPD basis).

The net charge is +1. Its strongest force on any atom is 6.321 eV/Å. The calculation puts the total energy at -12983.299 eV.

Each line ends with the Löwdin charge.
Cartesian coordinates (Å):
C  1.10429  -1.46227  -2.49092  -0.02
C  0.93268  -2.56851  -1.76150  0.02
C  0.58785  -0.75660  -0.38004  -0.24
C  -2.13144  -1.03113  0.74933  -0.01
C  -1.78189  0.23250  0.87760  -0.14
C  -2.20998  1.50654  1.39448  -0.09
C  1.57212  2.06556  -0.04306  -0.09
C  0.41961  -0.01578  0.81296  -0.11
N  0.94009  -0.36044  -1.62688  0.13
N  0.48567  -2.13869  -0.42641  0.15
N  0.87599  1.31650  1.00368  -0.10
H  1.52557  -1.17455  -3.42398  0.13
H  1.07473  -3.57342  -1.88783  0.10
H  -1.50679  -1.75820  0.28089  0.02
H  -3.24587  -1.39776  0.89877  0.12
H  -1.36786  2.25741  1.61622  0.11
H  -2.82365  1.23200  2.31501  0.12
H  -2.95856  2.00616  0.77607  0.09
H  2.54007  1.62085  -0.19609  0.09
H  0.87249  2.32225  -0.84826  0.09
H  1.77176  3.01610  0.47369  0.10
H  0.51578  -0.58560  1.72738  0.14
H  0.63663  -2.72708  0.29683  0.12
H  1.35424  1.39612  1.88140  0.12
H  0.81645  0.57805  -2.01936  0.16

=====

Entry from the Open Molecules 2025 dataset: a 2-piece molecular cluster, C5H16N2O overall in a non-equilibrium geometry (the ωB97M-V functional and the def2-TZVPD basis).

The net charge is +2. Its strongest force on any atom is 1.703 eV/Å. The calculation puts the total energy at -10456.131 eV.

Each line ends with the Löwdin charge.
Cartesian coordinates (Å):
C  2.00366  2.21214  -1.32573  -0.02
C  1.46551  0.78220  -1.34553  -0.30
C  -0.06535  0.68386  -1.20542  -0.12
C  -0.50375  -0.21413  -0.06475  -0.05
C  -1.68764  -0.14450  0.50176  -0.06
N  -2.16718  -1.08346  1.53778  0.21
N  1.89526  0.15767  -2.68599  0.23
H  1.34048  2.95492  -1.76642  0.10
H  2.12293  2.46500  -0.27056  0.11
H  2.97656  2.32576  -1.80624  0.10
H  1.96329  0.22018  -0.59742  0.13
H  -0.53884  0.26846  -2.09976  0.14
H  -0.46695  1.69329  -1.13855  0.13
H  0.20960  -0.99665  0.18514  0.13
H  -2.42778  0.60793  0.27682  0.14
H  -1.57846  -1.08346  2.40924  0.12
H  -2.28529  -2.01165  1.19150  0.16
H  -3.07595  -0.79371  1.89154  0.18
H  1.66267  -0.82479  -2.80950  0.17
H  2.90266  0.28890  -2.79107  0.17
H  1.42642  0.62905  -3.46474  0.18
H  -0.87178  -1.51039  4.71257  0.09
H  -0.74592  -2.84365  3.93090  0.08
O  -1.03013  -1.92992  3.85877  -0.03

=====

Entry from the Open Molecules 2025 dataset: a 3-piece molecular cluster, C5H16O2 overall in a non-equilibrium geometry (the ωB97M-V functional and the def2-TZVPD basis).

The net charge is 0. Its strongest force on any atom is 4.649 eV/Å. The SMILES is CCCCC.O.O. The calculation puts the total energy at -9537.480 eV.

Each line ends with the Löwdin charge.
Cartesian coordinates (Å):
C  -1.47710  1.00460  -1.01052  -0.12
C  -0.39892  0.35149  -0.16689  -0.32
C  0.00508  1.12841  1.06307  -0.21
C  0.85667  0.10950  1.94775  -0.24
C  -0.09444  -0.33527  3.09808  -0.13
H  -0.99953  1.61936  -1.68026  0.03
H  -2.22698  1.53984  -0.37364  0.09
H  -2.00402  0.33620  -1.74805  0.08
H  0.46257  -0.00932  -0.73183  0.08
H  -0.73368  -0.76776  -0.05149  0.13
H  0.59107  2.04796  0.88286  0.11
H  -0.94696  1.54366  1.50880  0.11
H  1.29665  -0.61067  1.35726  0.06
H  1.71900  0.57234  2.49587  0.10
H  -0.82277  0.49441  3.31495  0.07
H  -0.42394  -1.39043  3.15027  0.06
H  0.60527  -0.29176  4.12879  0.11
O  0.87443  -2.85007  -1.82198  -0.09
H  0.00791  -2.47227  -1.54869  0.03
H  0.99144  -2.32556  -2.68442  0.06
O  1.12506  0.45496  -3.87714  -0.06
H  1.30631  -0.13330  -3.14836  -0.01
H  0.28688  -0.01633  -4.10442  0.06

=====

Entry from the Open Molecules 2025 dataset: a 2-piece molecular cluster, C6H8BrN overall in a non-equilibrium geometry (the ωB97M-V functional and the def2-TZVPD basis).

The net charge is 0. Its strongest force on any atom is 5.704 eV/Å. The calculation puts the total energy at -77880.711 eV.

Each line ends with the Löwdin charge.
Cartesian coordinates (Å):
C  -1.55901  1.59486  1.44886  -0.31
C  0.46216  -0.34148  -0.61260  -0.49
C  -0.53677  -0.68346  0.13126  -0.52
C  1.00346  -1.27943  -1.64089  -0.08
C  1.18946  0.94572  -0.40204  -0.06
C  -1.38786  0.21766  1.81009  -0.05
N  -1.67536  2.66524  1.05358  0.15
Br  -1.63056  -2.21770  -0.05890  0.72
H  0.74892  -2.37675  -1.22866  0.09
H  0.28023  -1.14399  -2.46859  0.10
H  2.03748  -1.13826  -1.79865  0.06
H  0.71492  1.39787  0.62719  0.10
H  0.84610  1.65711  -1.11972  0.07
H  2.33600  0.94941  -0.29450  0.11
H  -0.56948  0.04372  2.46075  0.07
H  -2.25969  -0.29052  2.09282  0.05

=====

Entry from the Open Molecules 2025 dataset: a single C5H8O molecule in a non-equilibrium geometry (the ωB97M-V functional and the def2-TZVPD basis).

The net charge is 0. Its strongest force on any atom is 1.979 eV/Å. The SMILES is C=C/C=C(/C)O. The calculation puts the total energy at -7360.618 eV.

Each line ends with the Löwdin charge.
Cartesian coordinates (Å):
C  -1.93936  1.55809  1.16078  0.01
C  -1.33224  0.57674  0.49098  -0.21
C  -0.00108  0.58813  -0.14491  -0.08
C  0.66623  -0.56852  -0.29684  -0.41
C  1.87927  -0.85742  -1.10839  -0.03
O  0.20776  -1.71907  0.28896  0.03
H  -2.95443  1.38050  1.48366  0.05
H  -1.40185  2.43108  1.50665  0.06
H  -1.94064  -0.18940  0.00181  0.11
H  0.35930  1.40097  -0.76468  0.11
H  2.55370  -1.28875  -0.34505  0.09
H  2.47195  -0.09199  -1.59231  0.08
H  1.70547  -1.70740  -1.77139  0.09
H  -0.27407  -1.51295  1.09072  0.10

=====

Entry from the Open Molecules 2025 dataset: C6H9AgMgO5 as an isolated structure in a non-equilibrium geometry (the ωB97M-V functional and the def2-TZVPD basis).

The net charge is 0. Its strongest force on any atom is 3.266 eV/Å. The calculation puts the total energy at -26044.395 eV. Its spin multiplicity is 3.

Each line ends with the Mulliken spin population.
Cartesian coordinates (Å):
O  2.32305  1.27519  0.44569  0.36
C  2.58171  -0.09158  0.48616  -0.02
C  2.29722  -0.73946  -0.85942  0.00
O  1.17506  -0.18111  -1.49532  0.11
Ag  0.64153  1.46503  -0.46799  0.50
H  3.61879  -0.32425  0.79335  0.03
H  3.15986  -0.55599  -1.52655  0.00
O  -1.35121  -1.71329  -0.73043  0.01
C  -0.91929  -1.76564  0.51832  0.00
C  -0.75817  -0.68155  1.34975  0.01
O  -0.83484  0.62218  0.82742  0.03
C  -2.14238  1.11767  0.45478  -0.07
C  -1.93441  1.95091  -0.76271  0.81
O  -1.07402  1.45403  -1.66721  0.13
Mg  -0.64334  -0.48400  -2.03067  0.00
H  -1.00907  -2.73393  1.03646  0.00
H  -0.86132  -0.74129  2.43191  0.00
H  -2.57792  1.69264  1.28451  0.01
H  -2.77658  0.23253  0.26382  0.06
H  -2.66930  2.69988  -1.07073  0.02
H  1.80991  -0.64633  1.27343  0.02
H  1.94473  -1.85165  -0.55456  0.00